Here is a 4-piece molecular cluster, CH9NO3 overall at a distorted geometry from the OMol25 dataset. Energies are from ωB97M-V/def2-TZVPD.

```
! wB97M-V def2-TZVPD RIJCOSX def2/J DEFGRID3
* xyz 0 1
C -1.36740 -1.42803 -1.51209
N -1.05558 -0.11626 -1.41919
H -1.17693 -1.96598 -0.56680
H -2.10249 -1.82672 -2.19117
H -1.82166 0.38209 -1.87369
O 0.32213 -2.35781 1.25379
H 0.75968 -1.54144 0.88633
H 1.12265 -2.85897 1.17836
O 1.50328 -0.13086 0.23280
H 2.22357 0.27691 -0.23544
H 0.80606 -0.36752 -0.40960
O 0.04997 3.83375 0.99246
H 0.54089 3.18727 0.47149
H 0.23862 3.33569 1.91498
*
```

The total energy is -8813.56866 eV. The SMILES is C=N.O.O.O. The energy above the lowest of the compared OMol25 structures with the same formula, charge and spin comes out at 2.038 eV. Its frontier orbital gap is 10.76 eV. The highest occupied orbital energy comes out at -10.454 eV. Its lowest unoccupied orbital energy is 0.305 eV.

Here are the natural (NBO) charges for atoms 1 to 8, given in e:
1 C -0.06
2 N -0.66
3 H 0.22
4 H 0.16
5 H 0.35
6 O -0.96
7 H 0.48
8 H 0.46



Here is a 4-piece molecular cluster, CH9NO3 overall at a distorted geometry from the OMol25 dataset. Energies are from ωB97M-V/def2-TZVPD.

```
! wB97M-V def2-TZVPD RIJCOSX def2/J DEFGRID3
* xyz 0 1
C 0.00629 -3.54808 -2.44469
N -0.48179 -4.62150 -3.11476
H -0.08868 -2.55063 -2.86108
H 0.15859 -3.74758 -1.30273
H -1.02799 -4.22551 -3.98773
O 0.17424 5.20756 1.95581
H -0.65755 5.74435 2.11015
H 0.51173 5.77496 1.26705
O -0.60639 -0.57488 0.65460
H -0.31884 -0.44009 1.60013
H -1.26382 0.10023 0.54919
O 0.85365 1.52441 1.86233
H 1.73822 1.37940 2.00028
H 0.91115 2.34709 1.31426
*
```

The total energy is -8813.54441 eV. The SMILES is C=N.O.O.O. The energy above the lowest of the compared OMol25 structures with the same formula, charge and spin comes out at 2.063 eV. Its frontier orbital gap is 10.53 eV. The highest occupied orbital energy comes out at -10.017 eV. Its lowest unoccupied orbital energy is 0.515 eV.

Here are the natural (NBO) charges for atoms 1 to 8, given in e:
1 C -0.08
2 N -0.60
3 H 0.16
4 H 0.19
5 H 0.32
6 O -0.93
7 H 0.47
8 H 0.46



Here is a 4-piece molecular cluster, CH9NO4 overall at a distorted geometry from the OMol25 dataset. Energies are from ωB97M-V/def2-TZVPD.

```
! wB97M-V def2-TZVPD RIJCOSX def2/J DEFGRID3
* xyz 0 1
N 0.53545 0.93701 -0.58286
C -0.63437 1.58535 -0.60643
O -0.54516 2.81086 -0.69053
H 1.43599 1.33600 -0.65316
H 0.62563 -0.00048 -0.62579
H -1.60853 0.97531 -0.53784
O -2.02968 -1.65435 -0.30096
H -1.03732 -1.79317 -0.00940
H -2.56590 -2.45292 -0.42476
O 4.28632 -1.21591 0.14087
H 5.13369 -1.13671 -0.35513
H 4.12308 -2.16502 0.03651
O -2.28782 1.03345 1.79545
H -2.87059 0.14714 1.73212
H -2.56076 1.59343 1.08190
*
```

The total energy is -10862.19984 eV. The SMILES is NC=O.O.O.O. The energy above the lowest of the compared OMol25 structures with the same formula, charge and spin comes out at 1.988 eV. Its frontier orbital gap is 9.80 eV. The highest occupied orbital energy comes out at -9.604 eV. Its lowest unoccupied orbital energy is 0.194 eV.

Here are the natural (NBO) charges for atoms 1 to 8, given in e:
1 N -0.80
2 C 0.51
3 O -0.63
4 H 0.40
5 H 0.36
6 H 0.14
7 O -0.98
8 H 0.49



Here is CH9NO5 as an isolated structure at a distorted geometry from the OMol25 dataset. Energies are from ωB97M-V/def2-TZVPD.

```
! wB97M-V def2-TZVPD RIJCOSX def2/J DEFGRID3
* xyz 0 1
N -1.46870 -1.06288 0.24600
C -1.95609 -0.28251 -0.72676
O -1.08521 0.72333 -1.02570
O -2.98959 -0.41375 -1.33937
H -0.81401 -0.69627 0.92028
H -1.95360 -1.92550 0.45115
H -1.55541 1.34610 -1.60064
H 3.08690 1.16323 0.64368
H 2.04424 0.41081 -0.19886
O 2.48376 0.42418 0.67010
H 0.13625 0.62399 -1.29767
H 0.96768 -0.41363 -2.07958
O 1.02447 0.44306 -1.65606
H 1.13203 0.02697 1.68927
H 0.61305 -0.17156 3.10930
O 0.33422 -0.19556 2.19486
*
```

The total energy is -12911.31531 eV. The energy above the lowest of the compared OMol25 structures with the same formula, charge and spin comes out at 0.627 eV. Its frontier orbital gap is 11.14 eV. The highest occupied orbital energy comes out at -10.594 eV. Its lowest unoccupied orbital energy is 0.541 eV.

Here are the natural (NBO) charges for atoms 1 to 8, given in e:
1 N -0.84
2 C 0.87
3 O -0.69
4 O -0.63
5 H 0.44
6 H 0.41
7 H 0.52
8 H 0.48



Here is a 4-piece molecular cluster, CH9NO5 overall at a distorted geometry from the OMol25 dataset. Energies are from ωB97M-V/def2-TZVPD.

```
! wB97M-V def2-TZVPD RIJCOSX def2/J DEFGRID3
* xyz 1 2
N 0.74403 -1.46277 -0.07179
C -0.33381 -1.51948 0.72708
O -0.08490 -2.04425 1.89676
O -1.47263 -1.18974 0.32222
H 1.68238 -1.68937 0.28935
H 0.60719 -1.04352 -0.99115
H -0.86643 -2.09761 2.47127
H -1.27663 1.34405 -1.78684
H -1.61904 2.78432 -1.90039
O -0.83864 2.19646 -1.88812
H -3.42574 3.98837 0.63462
H -2.35822 2.98356 1.03844
O -2.59031 3.60641 0.34386
H 4.24337 -2.40907 -0.92324
H 3.91881 -1.71648 0.38511
O 3.67057 -1.73086 -0.54716
*
```

The total energy is -12901.23360 eV. The energy above the lowest of the compared OMol25 structures with the same formula, charge and spin comes out at 0.374 eV. Its frontier orbital gap (alpha / beta) is 10.19 / 3.82 eV. The highest occupied orbital energy (alpha / beta) comes out at -14.003 / -13.994 eV. Its lowest unoccupied orbital energy (alpha / beta) is -3.812 / -10.171 eV.

Here are the Löwdin charges for atoms 1 to 8, given in e:
1 N 0.42
2 C -0.50
3 O 0.21
4 O 0.29
5 H 0.15
6 H 0.19
7 H 0.18
8 H 0.01



Here is CHBr2FS as an isolated structure at a distorted geometry from the OMol25 dataset. Energies are from ωB97M-V/def2-TZVPD.

```
! wB97M-V def2-TZVPD RIJCOSX def2/J DEFGRID3
* xyz 0 1
C -0.42678 0.04229 0.19704
F -0.11637 0.00179 1.48911
S 1.06707 -0.73688 -0.75930
Br -0.68956 1.88352 -0.33039
Br -2.00818 -0.92729 -0.30136
H 2.17381 -0.26343 -0.29510
*
```

The total energy is -154689.86377 eV. The energy above the lowest of the compared OMol25 structures with the same formula, charge and spin comes out at 0.340 eV. Its frontier orbital gap is 9.79 eV. The highest occupied orbital energy comes out at -9.870 eV. Its lowest unoccupied orbital energy is -0.077 eV.

What are the natural (NBO) partial charges on each atom? They are as follows, in elementary charge units:
1 C 0.05
2 F -0.33
3 S -0.03
4 Br 0.07
5 Br 0.11
6 H 0.13



Here is a 2-piece molecular cluster, CHBrClF overall at a distorted geometry from the OMol25 dataset. Energies are from ωB97M-V/def2-TZVPD.

```
! wB97M-V def2-TZVPD RIJCOSX def2/J DEFGRID3
* xyz 0 1
C -0.09025 0.60429 0.02048
F -0.26438 0.67397 1.33610
Cl -0.47656 -2.37282 -0.29147
Br 1.48923 1.11378 -0.43343
H -0.65805 -0.01922 -0.63167
*
```

The total energy is -86332.04284 eV. The energy above the lowest of the compared OMol25 structures with the same formula, charge and spin comes out at 0.681 eV. Its frontier orbital gap (alpha / beta) is 7.98 / 5.61 eV. The highest occupied orbital energy (alpha / beta) comes out at -10.022 / -8.942 eV. Its lowest unoccupied orbital energy (alpha / beta) is -2.044 / -3.336 eV.

What are the natural (NBO) partial charges on each atom? They are as follows, in elementary charge units:
1 C 0.20
2 F -0.27
3 Cl -0.50
4 Br 0.31
5 H 0.26



Here is CHBrClIN2O2 as an isolated structure at a distorted geometry from the OMol25 dataset. Energies are from ωB97M-V/def2-TZVPD.

```
! wB97M-V def2-TZVPD RIJCOSX def2/J DEFGRID3
* xyz 0 1
C -0.86590 -0.03731 -0.98714
N -0.45837 -0.45713 0.20226
N 2.23053 1.04351 2.40853
O -0.27931 0.81066 -1.61539
O -1.97629 -0.71555 -1.35419
Cl -2.55778 -0.45292 -2.93589
Br 3.62460 -0.04834 2.77414
I 1.27542 0.92342 0.70633
H -0.99290 -1.06633 0.80136
*
```

The total energy is -98787.95480 eV. The energy above the lowest of the compared OMol25 structures with the same formula, charge and spin comes out at 0.649 eV. Its frontier orbital gap (alpha / beta) is 7.22 / 7.31 eV. The highest occupied orbital energy (alpha / beta) comes out at -9.326 / -9.512 eV. Its lowest unoccupied orbital energy (alpha / beta) is -2.104 / -2.198 eV.

Here are the natural (NBO) charges for atoms 1 to 8, given in e:
1 C 0.84
2 N -0.86
3 N -0.87
4 O -0.66
5 O -0.51
6 Cl 0.27
7 Br 0.25
8 I 1.14